Entry 1:
# C5H24NO7

A cluster of 7 separate species, C5H24NO7 in total at a distorted geometry (ωB97M-V with the def2-TZVPD basis set, the Open Molecules 2025 dataset).

Values from the calculation:
- F_max: 2.2 eV/Å
- Net charge: -1
- Orbital gap: 0.29952 hartree
- Energy relative to the best compared isomer or geometry (same formula, charge and spin): 255.7 kJ/mol

Each line ends with the Löwdin charge.
CARTESIAN COORDINATES (ANGSTROEM)
C  -2.2785  -1.9583  -1.5399  -0.090
C  -1.6779  -1.2999  -0.2728  -0.256
N  -0.5982  -2.1394  0.2652  -0.220
C  -1.0999  -2.8791  1.4112  -0.117
C  0.6760  -1.3979  0.3461  -0.142
C  1.5645  -1.5412  1.6254  -0.236
O  1.8106  -0.3157  2.2832  -0.146
H  -3.2631  -1.6468  -1.8667  0.061
H  -2.3662  -2.9907  -1.1637  0.055
H  -1.5541  -2.0444  -2.3470  0.058
H  -1.2304  -0.3334  -0.4913  0.082
H  -2.5444  -1.1195  0.3787  0.111
H  -2.0134  -3.3906  1.1085  0.071
H  -1.4298  -2.2086  2.2271  0.088
H  -0.3286  -3.5707  1.7440  0.073
H  1.2783  -1.7342  -0.4910  0.106
H  0.5338  -0.3261  0.3229  0.076
H  2.5310  -1.8106  1.1653  0.103
H  1.2829  -2.1998  2.4428  0.099
H  0.2829  2.8909  -0.7006  0.022
H  0.6851  1.6873  0.2142  0.003
O  -0.0936  2.2069  -0.1385  -0.103
H  -1.5379  1.6054  -3.7922  0.037
H  -0.6651  0.3595  -3.9185  0.029
O  -1.4843  0.6781  -3.5447  -0.047
H  2.2359  2.9415  -0.5972  -0.032
H  2.8420  3.4738  -1.9562  0.009
O  2.4361  3.7222  -1.1370  -0.080
H  2.9124  0.9540  -0.3305  -0.047
H  2.0914  0.4383  1.7112  -0.001
O  2.3788  1.3297  0.3497  -0.377
H  2.0370  2.1712  2.2077  -0.014
H  1.5228  1.5590  3.4834  0.015
O  1.9928  2.3363  3.1608  -0.082
H  -1.7134  1.9259  -1.1280  -0.029
H  -2.6099  2.3571  -0.0369  0.023
O  -2.6057  2.2698  -0.9945  -0.100

---

Entry 2:
# C63H67BrF9I2N4O2

A cluster of 9 separate species, C63H67BrF9I2N4O2 in total at a distorted geometry (ωB97M-V with the def2-TZVPD basis set, the Open Molecules 2025 dataset).

Values from the calculation:
- F_max: 5.8 eV/Å
- Net charge: +1
- Orbital gap: 0.23273 hartree

Each line ends with the Löwdin charge.
CARTESIAN COORDINATES (ANGSTROEM)
C  2.0674  -1.2526  0.7272  -0.080
C  1.3998  0.1128  1.3379  -0.245
O  1.1920  0.1158  2.7925  -0.233
C  0.5029  -1.0906  3.2718  -0.157
C  -0.9602  -1.3792  2.5926  -0.164
O  -1.9606  -0.5514  3.2829  -0.175
C  -2.7102  0.3067  2.3080  -0.133
N  -1.8538  1.4256  1.7642  0.051
C  -1.6776  2.6615  2.6718  -0.150
N  -0.9921  2.4208  3.8282  0.196
N  -2.3762  3.9039  2.1207  -0.091
C  -1.5126  5.0684  1.7053  -0.173
C  -0.1984  5.3609  2.6548  -0.247
C  1.1435  4.4749  2.2200  -0.048
F  -0.4709  5.3609  4.1102  -0.098
C  -3.3614  3.3690  1.0502  -0.635
Br  -3.8684  4.8547  -0.2559  0.731
C  -4.6896  3.0894  1.9597  -0.625
I  -4.8536  3.5904  4.1364  0.847
C  -5.9908  2.5007  1.4392  -0.692
C  -7.3131  2.2384  2.4311  -0.216
I  -6.2882  1.9705  -0.6553  0.870
C  -2.3959  2.1615  0.5171  -0.212
C  -2.7339  1.2978  -0.8251  -0.259
N  -2.9591  2.1339  -2.0733  -0.025
H  1.2700  -2.1381  0.7906  0.085
H  2.2700  -1.0594  -0.4137  0.069
H  3.0044  -1.6109  1.3341  0.094
H  2.1281  1.0275  1.0981  0.135
H  0.3789  0.3867  0.8076  0.100
H  1.1619  -2.0764  3.2319  0.114
H  0.2981  -0.9118  4.4345  0.151
H  -1.2323  -2.5118  2.8548  0.151
H  -0.9962  -1.3064  1.4263  0.125
H  -3.6737  0.6572  2.8729  0.141
H  -2.9903  -0.3876  1.4072  0.118
H  0.0110  2.1539  3.9288  0.136
H  -1.5462  2.4954  4.7332  0.153
H  -1.0699  4.9159  0.6066  0.096
H  -2.1634  6.0671  1.7838  0.143
H  0.1144  6.4863  2.3985  0.159
H  1.0116  3.3225  2.3701  0.059
H  1.2630  4.6329  1.0425  0.092
H  2.1394  4.8845  2.6931  0.106
H  -6.9363  1.4635  3.2358  0.070
H  -8.1559  1.6612  1.8131  0.064
H  -7.7432  3.2261  2.8879  0.080
H  -1.3998  2.7369  0.1873  0.160
H  -1.7647  0.6379  -1.0522  0.113
H  -3.5909  0.5127  -0.6105  0.081
H  -2.9165  1.5662  -2.9480  0.054
H  -2.1212  2.7902  -2.0906  0.069
F  -10.1058  0.4451  0.5859  0.044
C  -10.2794  -0.4192  -0.4229  -0.296
C  -10.3367  0.0558  -1.7286  -0.024
C  -10.5123  -0.8443  -2.7796  -0.080
C  -10.6397  -2.2095  -2.5119  -0.094
C  -10.5860  -2.6759  -1.1976  -0.081
C  -10.3992  -1.7768  -0.1478  -0.018
H  -10.2442  1.1204  -1.9166  0.113
H  -10.5506  -0.4839  -3.8046  0.106
H  -10.7812  -2.9107  -3.3316  0.103
H  -10.6895  -3.7384  -0.9913  0.107
H  -10.3461  -2.1231  0.8790  0.115
F  -2.9866  0.2426  -4.6583  0.054
C  -1.7436  -0.2515  -4.7306  -0.288
C  -1.1239  -0.7165  -3.5758  -0.023
C  0.1684  -1.2359  -3.6515  -0.072
C  0.8314  -1.2744  -4.8806  -0.087
C  0.2029  -0.8006  -6.0331  -0.074
C  -1.0934  -0.2917  -5.9590  -0.012
H  -1.6513  -0.6709  -2.6286  0.081
H  0.6587  -1.6091  -2.7558  0.099
H  1.8411  -1.6754  -4.9383  0.105
H  0.7225  -0.8278  -6.9879  0.109
H  -1.6003  0.0725  -6.8465  0.119
F  -0.0731  4.3439  -2.1463  0.045
C  0.3199  5.6065  -2.3603  -0.286
C  0.3110  6.5138  -1.3065  -0.025
C  0.7250  7.8273  -1.5277  -0.071
C  1.1333  8.2220  -2.8041  -0.085
C  1.1339  7.3053  -3.8564  -0.070
C  0.7306  5.9892  -3.6324  -0.010
H  -0.0174  6.1913  -0.3238  0.068
H  0.7291  8.5422  -0.7086  0.108
H  1.4519  9.2478  -2.9771  0.107
H  1.4483  7.6159  -4.8499  0.111
H  0.7333  5.2613  -4.4370  0.119
F  2.4273  -3.7027  2.3270  0.027
C  3.2169  -4.0902  3.3374  -0.293
C  4.5881  -4.1970  3.1321  -0.016
C  5.4112  -4.5955  4.1853  -0.077
C  4.8520  -4.8935  5.4304  -0.091
C  3.4740  -4.7882  5.6251  -0.078
C  2.6526  -4.3789  4.5749  -0.023
H  5.0036  -3.9694  2.1558  0.115
H  6.4853  -4.6746  4.0372  0.108
H  5.4939  -5.2086  6.2503  0.105
H  3.0406  -5.0247  6.5939  0.108
H  1.5805  -4.2831  4.7113  0.113
F  -2.9683  -2.6406  -0.9379  0.051
C  -3.3717  -3.5611  -0.0522  -0.286
C  -3.9007  -3.1520  1.1670  -0.031
C  -4.3256  -4.1100  2.0874  -0.077
C  -4.2064  -5.4681  1.7824  -0.081
C  -3.6695  -5.8689  0.5581  -0.071
C  -3.2551  -4.9105  -0.3665  -0.004
H  -3.9777  -2.0928  1.3898  0.088
H  -4.7477  -3.8003  3.0402  0.107
H  -4.5338  -6.2151  2.5024  0.105
H  -3.5739  -6.9266  0.3246  0.096
H  -2.8437  -5.2043  -1.3265  0.116
F  -2.0263  -7.5845  -0.9173  0.037
C  -0.9619  -8.1625  -0.3448  -0.286
C  -1.1476  -9.2427  0.5109  -0.017
C  -0.0393  -9.8481  1.1032  -0.078
C  1.2428  -9.3590  0.8412  -0.094
C  1.4185  -8.2711  -0.0152  -0.081
C  0.3110  -7.6731  -0.6159  -0.016
H  -2.1516  -9.6036  0.7091  0.116
H  -0.1733  -10.6981  1.7676  0.107
H  2.1066  -9.8287  1.3069  0.103
H  2.4170  -7.8896  -0.2144  0.105
H  0.4300  -6.8323  -1.2912  0.115
F  3.3803  -0.3675  -1.9464  0.026
C  4.4414  0.4481  -2.0059  -0.291
C  4.2638  1.7756  -2.3797  -0.023
C  5.3675  2.6265  -2.4368  -0.075
C  6.6395  2.1370  -2.1297  -0.085
C  6.8081  0.8016  -1.7605  -0.070
C  5.7027  -0.0460  -1.6927  -0.011
H  3.2695  2.1360  -2.6228  0.110
H  5.2382  3.6681  -2.7204  0.105
H  7.5007  2.7999  -2.1787  0.080
H  7.7996  0.4218  -1.5259  0.101
H  5.8145  -1.0844  -1.3989  0.116
F  9.3803  2.1560  -1.5935  0.036
C  10.4414  2.9716  -1.6530  -0.278
C  10.2638  4.2992  -2.0268  -0.018
C  11.3675  5.1501  -2.0839  -0.079
C  12.6395  4.6605  -1.7768  -0.093
C  12.8081  3.3251  -1.4076  -0.078
C  11.7027  2.4775  -1.3397  -0.014
H  9.2695  4.6595  -2.2698  0.110
H  11.2382  6.1916  -2.3675  0.106
H  13.5007  5.3234  -1.8258  0.103
H  13.7996  2.9453  -1.1730  0.108
H  11.8145  1.4391  -1.0459  0.116

---

Entry 3:
# C11H11F4NO2

A cluster of 2 separate species, C11H11F4NO2 in total at a distorted geometry (ωB97M-V with the def2-TZVPD basis set, the Open Molecules 2025 dataset).

Values from the calculation:
- SMILES: O=C1C(F)=C(F)C(=O)C(F)=C1F.C1CCNCC1
- F_max: 2.9 eV/Å
- Orbital gap: 0.22595 hartree
- Energy relative to the best compared isomer or geometry (same formula, charge and spin): 70.4 kJ/mol

Each line ends with the Löwdin charge.
CARTESIAN COORDINATES (ANGSTROEM)
F  -1.5139  2.2561  2.4642  0.126
C  -0.3367  1.6204  2.3198  -0.118
C  -0.3097  0.2775  2.1097  -0.148
F  -1.4799  -0.4294  2.2266  0.104
C  0.8864  -0.5471  2.1747  -0.248
O  0.8441  -1.7677  2.0009  0.160
C  2.0880  0.2019  2.5303  -0.088
F  3.1849  -0.5361  2.8300  0.123
C  2.0814  1.5379  2.7335  -0.087
F  3.2063  2.1726  3.1426  0.123
C  0.8777  2.3755  2.6207  -0.236
O  0.8793  3.5843  2.8864  0.157
C  -0.3140  -1.1098  -3.0557  -0.197
C  -0.1305  0.3671  -2.6852  -0.184
C  0.0955  0.5874  -1.1954  -0.223
N  -0.5584  -0.3136  -0.2921  -0.077
C  -1.1658  -1.5620  -0.6981  -0.209
C  -1.3917  -1.7707  -2.1865  -0.186
H  -0.6162  -1.1737  -4.1050  0.107
H  0.6368  -1.6496  -2.9452  0.116
H  0.7256  0.7967  -3.2122  0.109
H  -1.0284  0.9313  -2.9712  0.113
H  1.1749  0.5580  -0.9662  0.110
H  -0.2360  1.5961  -0.8851  0.122
H  -1.1167  0.1810  0.3952  0.073
H  -0.5521  -2.3758  -0.2748  0.111
H  -2.1227  -1.6089  -0.1490  0.123
H  -2.3749  -1.3516  -2.4400  0.112
H  -1.4334  -2.8478  -2.3729  0.110

---

DFT total energy, record by record: -786.3400; -6877.8966; -1030.3453 hartree
LUMO level, record by record: 0.107; -0.157; -0.092 Ha